No. 1
{"formula": "C13H19ClN2O2PtS", "method": "ωB97M-V with the def2-TZVPD basis set", "orbital_gap_ev": [8.242, 5.595], "spin_multiplicity": 5, "homo_ha": [-0.5591, -0.6160], "charge": 2, "total_energy_ha": -1743.69433, "lumo_ev": [-6.97, -11.17], "species": ["Cl", "C", "C", "C", "H", "C", "C", "H", "H", "H", "C", "Pt", "C", "O", "C", "O", "H", "H", "H", "C", "C", "N", "C", "S", "N", "C", "C", "H", "H", "H", "H", "H", "H", "H", "H", "H", "H", "H", "H"], "positions_angstrom": [[0.493, 3.037, -0.908], [-1.964, -0.906, -1.308], [-1.229, -2.106, -1.437], [0.054, -1.824, -1.949], [-1.616, -3.102, -1.240], [0.190, -0.400, -2.168], [-1.140, 0.196, -1.763], [-1.425, 1.198, -2.065], [-3.013, -0.823, -1.029], [0.817, -2.547, -2.227], [1.183, 0.293, -3.025], [0.230, 0.347, -0.070], [2.017, 0.810, 0.379], [3.070, 1.160, 0.703], [-0.998, 1.178, 1.140], [-1.667, 1.695, 1.924], [2.195, 0.012, -2.720], [1.073, 1.370, -2.884], [1.052, 0.028, -4.079], [-1.874, -2.001, 5.738], [-0.550, -2.260, 5.047], [-0.593, -1.794, 3.629], [0.550, -1.389, 3.015], [0.985, -1.887, 1.444], [1.369, -0.553, 3.695], [0.833, 0.554, 4.537], [1.832, 0.873, 5.626], [-2.219, -0.972, 5.596], [-1.761, -2.171, 6.815], [-2.650, -2.686, 5.378], [0.272, -1.743, 5.551], [-0.340, -3.339, 5.045], [-1.150, -2.413, 3.038], [2.204, -0.290, 3.164], [0.652, 1.438, 3.902], [-0.133, 0.236, 4.946], [2.744, 1.309, 5.211], [1.397, 1.597, 6.318], [2.100, -0.024, 6.191]], "atomic_forces_ev_per_a": [[-0.1, -0.1, 0.2], [-0.2, 1.3, -0.6], [0.1, -0.3, -0.1], [0.8, 0.9, -0.3], [0.1, 0.2, 0.0], [-1.5, -1.0, -0.7], [0.3, -1.4, -0.3], [-0.3, -0.2, 0.1], [0.3, 0.0, 0.0], [-0.2, 0.1, 0.2], [0.2, 0.2, 0.4], [-0.4, -0.2, 0.1], [5.2, 1.2, 1.2], [-3.3, -1.0, -0.9], [-3.0, 2.2, 3.4], [2.0, -1.5, -2.4], [0.0, 0.0, -0.2], [0.1, -0.1, -0.3], [0.0, 0.0, 0.1], [-0.2, 0.0, 0.2], [-0.2, 0.1, 0.4], [1.2, -0.9, -1.1], [-0.3, 0.9, 2.0], [-0.2, -0.4, -0.3], [-0.6, 0.1, -1.7], [-0.1, -0.1, 0.3], [0.0, 0.1, 0.3], [0.1, -0.1, 0.0], [0.0, 0.0, -0.2], [0.1, 0.2, 0.0], [-0.2, -0.2, -0.2], [0.1, 0.3, -0.1], [0.0, 0.3, 0.2], [-0.1, -0.3, 0.5], [0.1, -0.3, 0.1], [0.3, 0.1, -0.1], [-0.1, -0.1, 0.1], [0.1, 0.0, -0.1], [0.0, 0.1, 0.0]]}

=====

No. 2
{"formula": "C25H20F6O4S", "method": "ωB97M-V with the def2-TZVPD basis set", "orbital_gap_ev": 3.222, "spin_multiplicity": 1, "homo_ha": -0.2144, "total_energy_ha": -2262.88396, "lumo_ev": -2.61, "species": ["F", "C", "F", "F", "S", "C", "C", "C", "C", "C", "C", "F", "F", "F", "C", "C", "O", "O", "H", "H", "H", "H", "H", "C", "O", "C", "C", "C", "C", "C", "C", "C", "C", "C", "O", "C", "C", "C", "C", "C", "C", "H", "H", "H", "H", "H", "H", "H", "H", "H", "H", "H", "H", "H", "H", "H"], "positions_angstrom": [[0.379, -3.556, 3.523], [0.224, -2.221, 3.530], [-1.017, -1.931, 3.063], [0.321, -1.777, 4.801], [1.529, -1.370, 2.455], [1.062, 0.297, 2.438], [1.923, 1.333, 1.979], [3.104, 1.115, 1.214], [3.860, 2.175, 0.738], [3.477, 3.487, 1.002], [4.282, 4.618, 0.414], [3.538, 5.752, 0.252], [5.350, 4.944, 1.213], [4.794, 4.298, -0.815], [2.372, 3.748, 1.810], [1.618, 2.696, 2.297], [2.741, -1.532, 3.232], [1.419, -1.987, 1.152], [0.285, 0.540, 3.161], [3.466, 0.111, 1.001], [4.745, 1.982, 0.142], [2.100, 4.774, 2.032], [0.780, 2.880, 2.959], [-2.882, 4.820, -2.614], [-1.523, 4.341, -2.652], [-1.277, 3.013, -2.510], [0.088, 2.645, -2.379], [0.428, 1.360, -2.026], [-0.571, 0.357, -1.794], [-0.166, -0.899, -1.276], [-0.994, -1.976, -0.857], [-0.470, -3.301, -0.877], [-1.262, -4.363, -0.507], [-2.603, -4.135, -0.107], [-3.290, -5.269, 0.203], [-2.380, -6.409, -0.051], [-1.000, -5.837, -0.412], [-3.138, -2.839, -0.038], [-2.333, -1.785, -0.378], [-1.914, 0.703, -2.152], [-2.279, 2.008, -2.446], [-2.767, 5.898, -2.744], [-3.476, 4.396, -3.438], [-3.362, 4.598, -1.648], [0.831, 3.422, -2.542], [1.478, 1.085, -1.953], [0.911, -1.076, -1.262], [0.535, -3.485, -1.254], [-2.361, -7.027, 0.856], [-2.793, -6.997, -0.882], [-0.611, -6.253, -1.350], [-0.276, -6.063, 0.387], [-4.172, -2.723, 0.272], [-2.723, -0.769, -0.325], [-2.669, -0.077, -2.229], [-3.328, 2.261, -2.612]], "atomic_forces_ev_per_a": [[0.0, 0.7, -0.1], [-0.1, 0.7, 0.0], [0.5, -0.3, 0.4], [-0.2, -0.4, -0.8], [0.3, 2.1, 0.9], [-0.6, -0.7, 0.1], [0.2, -0.2, 0.1], [0.2, 0.2, -0.1], [-0.5, -0.1, 0.2], [0.5, 0.6, -0.6], [-0.2, -0.4, 0.4], [0.6, -0.5, 0.1], [-0.5, 0.1, -0.7], [-0.1, 0.4, 0.7], [-0.3, -0.5, 0.0], [0.2, -0.2, -0.2], [-0.1, -0.8, -0.6], [0.2, -0.7, -0.2], [0.1, -0.2, -0.1], [-0.2, 0.1, 0.1], [0.0, 0.0, 0.0], [0.0, -0.1, 0.0], [0.0, 0.1, -0.1], [0.2, -0.1, -0.1], [-0.1, -1.2, 0.0], [0.0, 0.2, 0.6], [-0.4, 0.1, -0.1], [-0.3, 0.0, -0.1], [-0.1, 0.4, -0.3], [-0.5, 0.0, -0.5], [-0.3, 0.0, 0.3], [-0.1, -0.1, 0.0], [-0.7, 0.4, 0.2], [0.3, -0.3, 0.0], [1.2, 0.6, -0.5], [-0.3, -0.1, -0.1], [0.4, -0.2, 0.1], [-0.4, -0.8, 0.2], [0.5, 0.3, -0.7], [0.2, 0.2, 0.2], [0.3, 0.1, 0.0], [-0.2, -0.2, 0.0], [0.2, 0.2, 0.2], [0.3, 0.0, -0.3], [-0.1, -0.2, 0.1], [-0.2, 0.1, 0.3], [-0.2, 0.0, 0.1], [-0.1, 0.2, 0.3], [-0.1, 0.3, -0.3], [-0.1, 0.3, 0.3], [-0.1, 0.1, 0.3], [-0.1, 0.2, -0.3], [0.2, 0.2, 0.1], [0.1, -0.4, 0.3], [0.2, 0.2, 0.2], [0.4, -0.2, -0.1]]}